The following is a quantum chemistry calculation of 2 unconnected molecules or ions with the total composition C5H14O, from OMol25.

XYZ file:
```
20
Properties=species:S:1:pos:R:3
C -1.26 1.74 2.62
C -0.90 2.74 1.52
H -1.17 0.57 2.37
H -0.65 1.93 3.66
H -2.18 2.06 3.04
H -0.68 3.63 1.94
H -0.33 2.30 0.63
H -1.85 3.12 1.13
C 0.22 -1.17 -1.21
C 0.82 0.08 -0.50
C 1.15 -1.50 -2.38
O 0.09 -2.18 -0.29
H -0.76 -0.82 -1.52
H 0.89 0.97 -1.07
H 0.85 -2.42 -2.79
H 1.02 -0.82 -3.18
H 2.20 -1.59 -1.92
H 0.09 -3.05 -0.66
H 1.61 -0.28 0.06
H 0.01 0.49 0.26
```

Calculated values
- Maximum force: 0.098 Eh/bohr
- SMILES string: CC(C)O.CC
- Energy: -274.056628 a.u.
- Energy above the lowest of the compared OMol25 structures with the same formula, charge and spin: 2.325 eV


The following is a quantum chemistry calculation of a single C4H5N3 molecule, from OMol25.

XYZ file:
```
12
Properties=species:S:1:pos:R:3
C -1.46 -0.18 0.44
N -0.40 -0.15 -0.60
C 0.96 0.18 -0.17
C 1.84 -0.90 -0.10
N 2.53 -1.84 -0.05
C 1.19 1.50 0.20
N 1.32 2.62 0.49
H -1.20 -1.00 1.11
H -2.43 -0.36 -0.03
H -1.43 0.77 0.98
H -0.68 0.47 -1.37
H -0.26 -1.11 -0.91
```

Calculated values
- Maximum force: 0.021 Eh/bohr
- Energy: -319.601608 a.u.
- Energy above the lowest of the compared OMol25 structures with the same formula, charge and spin: 3.010 eV


no.,LUMO level (eV),highest occupied orbital energy (eV)
1,0.97,-10.19
2,-0.10,-8.07